[1]
Computed, not measured: a gas-phase ion, C26H31ClN3O6S (charge -1) at a distorted geometry, with ωB97M-V/def2-TZVPD.

Geometry as XYZ:
```
68
Properties=species:S:1:pos:R:3:forces:R:3:lowdin_charge:R:1
C 4.68642 -5.21549 -1.08966 0.346 -0.113 0.132 -0.0724
C 3.33317 -4.68111 -1.51093 0.202 -0.147 -0.101 -0.1965
O 3.13070 -3.49208 -0.71843 0.100 0.107 0.279 -0.0099
C 1.92561 -2.92452 -0.80179 -2.265 -0.715 -1.867 -0.4653
O 1.12092 -3.33020 -1.63152 1.437 0.656 0.768 0.0862
C 1.56877 -1.68943 0.07935 0.884 -0.767 0.134 -0.3656
Cl 1.97477 -0.28785 -1.00780 0.247 -0.132 -0.220 0.7559
C 2.68439 -1.54597 1.18632 0.104 0.948 0.692 -0.4873
O 3.15240 -0.47944 1.56889 -0.625 -1.412 -0.554 0.0141
O 3.11712 -2.72794 1.63928 -0.136 0.043 0.823 -0.0042
C 4.07015 -2.71430 2.75763 -0.877 0.775 -0.601 -0.1879
C 5.27039 -3.56359 2.46531 0.056 0.063 -0.094 -0.0729
C -0.24877 -1.47674 0.24185 0.237 0.941 -0.984 -0.1070
C -0.74352 -0.87833 1.55133 0.250 0.041 0.644 -0.1295
C 0.20126 -0.10447 2.19269 0.349 0.304 0.406 -0.0098
C 0.06776 0.31899 3.50348 -1.138 -0.035 0.247 -0.1417
C -1.20739 0.32873 4.11617 0.644 -0.717 -1.516 -0.1256
C -2.28621 -0.22922 3.38463 0.870 0.063 0.122 -0.1408
C -2.00748 -0.95278 2.20432 0.381 0.458 -0.173 0.0471
C -3.68071 -0.02461 3.93128 -0.540 0.063 -0.075 -0.1434
C -3.75484 0.30239 5.43817 0.078 -0.559 -0.105 -0.1779
C -2.64315 1.22861 5.88336 0.003 0.308 -0.330 -0.1948
N -1.35423 0.80518 5.39685 0.123 0.097 1.778 -0.0944
C -0.23304 1.43273 6.09533 -0.218 0.444 -0.512 -0.1788
C 1.07471 0.75327 5.76416 -0.223 0.078 -0.012 -0.1783
C 1.27528 0.74263 4.25831 0.705 0.266 -0.176 -0.1491
C -1.11893 -2.46580 -0.41902 -0.665 -1.955 -0.436 -0.1042
C -0.86438 -3.86361 -0.12058 -0.707 2.453 0.403 -0.4378
O -0.23071 -4.26082 0.86003 0.049 -0.375 -0.315 0.0332
N -1.30146 -4.75930 -1.11048 -0.326 -0.663 -1.127 -0.0557
C -0.61090 -6.02485 -1.17456 0.260 -0.158 -0.171 -0.1209
C -1.74213 -4.33573 -2.35219 -0.153 0.218 0.562 -0.7192
S -1.30841 -5.14188 -3.75325 -0.606 0.168 -0.276 0.6572
N -2.49587 -3.18174 -2.33495 0.152 -0.321 -0.990 -0.0487
C -3.15234 -2.79808 -3.61933 0.424 0.044 0.604 -0.0895
C -1.95121 -2.10606 -1.56600 1.933 -0.114 1.507 -0.4058
O -2.13250 -0.96845 -1.96255 -0.521 0.751 -0.194 0.0286
H 4.97166 -6.10449 -1.67006 -0.193 0.258 0.007 0.0755
H 5.45051 -4.44179 -1.25495 -0.131 -0.262 0.158 0.0800
H 4.68995 -5.51685 -0.02876 -0.033 0.270 -0.366 0.0706
H 3.32059 -4.43471 -2.57781 -0.085 0.122 0.176 0.1303
H 2.54982 -5.42769 -1.34242 -0.047 0.396 0.158 0.1171
H 4.41348 -1.67605 2.84485 -0.227 -0.274 0.285 0.1129
H 3.49650 -3.00990 3.64479 0.208 -0.001 -0.194 0.1307
H 5.92619 -3.39885 3.31847 0.298 -0.233 0.016 0.0741
H 5.09630 -4.63686 2.33741 -0.147 0.270 0.013 0.0744
H 5.75193 -3.14435 1.57948 0.106 -0.277 -0.007 0.0853
H -0.06809 -0.68314 -0.49763 -1.493 0.104 0.553 0.0552
H 1.11935 0.17088 1.67280 -0.212 -0.329 0.354 0.0980
H -2.83845 -1.50450 1.79105 0.036 -0.135 -0.398 0.1116
H -4.29340 -0.90645 3.71427 0.014 0.075 0.065 0.1107
H -4.18546 0.81153 3.41354 0.347 -0.242 -0.106 0.1181
H -3.70612 -0.62303 6.01868 0.071 -0.004 -0.017 0.1108
H -4.71274 0.77648 5.66771 -0.001 -0.100 -0.029 0.1046
H -2.58106 1.29475 6.97551 -0.129 -0.113 -0.102 0.1137
H -2.87788 2.24825 5.53147 0.053 0.082 -0.045 0.1245
H -0.15583 2.48608 5.77262 -0.022 0.086 0.162 0.1265
H -0.41722 1.43479 7.18165 -0.132 -0.108 -0.353 0.1171
H 1.90936 1.27206 6.22647 0.055 0.149 0.225 0.1059
H 1.04248 -0.24835 6.20080 0.093 -0.153 -0.310 0.1192
H 2.10626 0.06929 4.03121 -0.035 0.076 -0.175 0.1078
H 1.56665 1.72503 3.85440 0.189 -0.018 0.492 0.1309
H -0.52788 -6.48637 -0.20699 0.063 0.099 0.430 0.0824
H -1.14857 -6.65211 -1.87917 0.076 -0.209 0.281 0.0292
H 0.36008 -5.80250 -1.61742 0.277 -0.470 0.137 0.0580
H -3.84286 -1.96089 -3.44909 0.335 -0.353 0.152 0.0825
H -2.38159 -2.49049 -4.33941 -0.308 -0.072 0.087 0.0765
H -3.67582 -3.68126 -3.99819 0.136 0.262 0.079 0.0583
```
Forces are in eV/Å.

Calculated values
Charge: -1
Orbital gap (eV): 6.503
ΔE to the lowest compared entry with this formula, charge and spin (kcal per mole): 4.69
E_HOMO (eV): -3.9
Structure (SMILES): CCOC(=O)C(Cl)(C(=O)OCC)[C@H](c1cc2c3c(c1)CCCN3CCC2)c1c([O-])n(C)c(=S)n(C)c1=O
LUMO (eV): 2.6

[2]
Computed, not measured: a gas-phase ion, C26H31F7N2OPS2 (charge -1) at a distorted geometry, with ωB97M-V/def2-TZVPD.

Geometry as XYZ:
```
70
Properties=species:S:1:pos:R:3:forces:R:3:lowdin_charge:R:1
C 4.25554 -0.60244 3.16045 0.759 0.539 0.073 -0.0772
C 3.77468 0.30178 2.01253 -0.238 -0.219 1.452 -0.4046
F 4.91030 0.74826 1.30354 -0.202 -0.223 -0.213 -0.0803
P 2.30507 -0.31076 0.93878 -0.437 2.964 -1.333 0.7058
C 3.26145 -0.21887 -0.73405 -0.213 -0.552 -1.286 -0.2708
C 2.59632 -1.07199 -1.87847 1.104 0.379 0.051 -0.3169
C 1.35493 -0.40844 -2.49453 -0.300 -1.151 0.591 -0.4609
S 0.29980 -1.60338 -3.45594 -0.476 0.150 -0.742 0.8585
C -0.79430 -2.29502 -2.22460 0.407 -0.752 1.383 -0.9929
S -0.11621 -2.92609 -0.87045 -0.003 0.054 -0.336 0.7868
N -2.19927 -2.38090 -2.40024 0.815 2.390 0.281 -0.0619
C -2.92774 -2.76595 -1.20390 -0.094 -1.162 -0.177 -0.3287
C -3.18973 -1.93257 -0.13222 0.591 0.663 -0.530 -0.0426
C -3.87881 -2.41480 0.95507 -0.225 0.620 0.619 -0.0826
C -4.34886 -3.71418 1.00005 -0.071 0.024 0.106 -0.0911
C -4.12451 -4.53518 -0.09302 -0.435 -0.264 0.763 -0.0854
C -3.41038 -4.05631 -1.16893 -0.058 -0.833 -0.687 -0.0460
C -2.85098 -1.20488 -2.94038 -0.703 -0.204 -0.879 -0.2396
C -2.34305 0.08068 -3.00430 0.603 -0.249 0.383 -0.0456
C -3.09790 1.09251 -3.57413 0.282 1.020 -0.154 -0.0869
C -4.36235 0.88222 -4.06374 -0.964 -0.487 -0.277 -0.1021
C -4.90511 -0.39846 -3.96680 -0.016 0.280 -0.047 -0.0879
C -4.14394 -1.40182 -3.42345 -0.297 -1.004 0.081 -0.0300
C 1.82345 1.52976 0.62198 -0.922 0.164 0.414 -0.2905
C 0.95997 2.34601 1.60226 0.462 1.741 -0.601 -0.2104
C 0.82630 3.79756 0.99198 0.866 -0.975 0.622 -0.0796
C 0.37295 4.84277 2.01451 -0.264 0.312 -1.295 -0.4261
F 0.09714 4.35485 3.24049 0.066 0.079 -0.028 0.1250
F -0.78388 5.43081 1.54437 0.058 -0.052 0.286 0.0777
C 1.36999 6.02798 2.17516 -0.676 0.582 0.355 -0.5475
F 0.74792 7.11036 2.68836 0.020 -0.282 0.151 0.1409
F 2.36797 5.72343 3.00493 0.159 -0.157 -0.373 0.1730
F 1.84574 6.42454 0.98787 0.252 -0.317 0.114 0.1550
O 2.68533 -2.08674 1.16998 0.860 -1.618 -0.176 -0.2074
C 3.74812 -2.62422 0.73101 1.699 0.045 -0.777 -0.4918
N 4.77403 -3.01876 0.29646 -2.009 0.366 0.922 0.1090
C 1.14206 -0.53484 2.46963 -0.500 -2.039 0.407 -0.4023
C -0.36046 -0.60358 2.08412 0.389 0.843 0.515 -0.1098
F 1.38972 0.25198 3.62455 -0.298 0.520 -0.360 -0.0945
H 4.56273 0.04226 4.00101 -0.100 -0.207 -0.152 0.0711
H 3.50882 -1.29672 3.55102 0.086 0.060 -0.334 0.0649
H 5.17194 -1.12251 2.84612 -0.452 -0.201 -0.039 0.0758
H 3.39915 1.21803 2.49418 -0.095 -0.267 -0.223 0.0928
H 1.16018 -0.72276 0.16248 0.067 -0.384 0.292 -0.0067
H 3.24379 0.79270 -1.17461 0.103 -0.026 0.616 0.0715
H 4.32258 -0.48682 -0.73504 -0.201 -0.108 0.377 0.0676
H 2.45702 -2.11940 -1.59976 -0.337 0.312 0.107 0.0545
H 3.36198 -1.08918 -2.67643 -0.316 -0.191 0.085 0.1024
H 1.67128 0.35653 -3.21179 -0.381 -0.064 0.085 0.0801
H 0.66456 -0.00667 -1.74342 0.364 0.137 -0.143 0.0372
H -2.81073 -0.91067 -0.14991 -0.124 -0.190 0.079 0.1259
H -4.06044 -1.72829 1.78134 0.041 -0.234 -0.075 0.1094
H -4.88258 -4.05664 1.88362 0.048 -0.048 -0.230 0.1012
H -4.52785 -5.54584 -0.06466 0.229 0.122 -0.224 0.1030
H -3.23284 -4.73166 -2.00597 0.106 0.307 0.072 0.1236
H -1.34662 0.28130 -2.62300 -0.247 0.130 -0.084 0.0810
H -2.69422 2.10166 -3.65765 0.123 -0.272 0.167 0.1083
H -4.97055 1.65818 -4.52440 0.357 0.080 0.165 0.1003
H -5.91117 -0.63728 -4.30684 0.196 0.203 -0.013 0.1028
H -4.58760 -2.39651 -3.35872 0.252 0.149 0.025 0.1201
H 2.77170 2.08753 0.55554 -0.235 -0.205 -0.291 0.0790
H 1.30767 1.57226 -0.35472 0.368 -0.019 0.128 0.0716
H 1.52561 2.51448 2.52803 -0.506 -0.530 0.072 0.1033
H -0.07199 2.03338 1.77977 0.427 -0.507 0.272 0.1000
H 0.17918 3.78998 0.10734 -0.035 0.225 0.351 0.1290
H 1.83771 4.04852 0.64401 -0.304 0.161 0.032 0.1162
H 1.28392 -1.55724 2.85784 0.475 0.335 -0.139 0.0974
H -0.60039 0.03133 1.21991 -0.076 -0.220 0.146 0.0471
H -0.93121 -0.26420 2.96265 0.027 -0.011 -0.252 0.0798
H -0.65897 -1.63827 1.88182 0.146 0.267 -0.169 0.0519
```
Forces are in eV/Å.

Calculated values
Charge: -1
Orbital gap (eV): 7.068
E_HOMO (eV): -4.9
LUMO (eV): 2.2

Which value of LUMO does entry 1 give?
2.6 eV

What is the LUMO in the first record?
2.6 eV